(1)
{
  "formula": "C35H48F6N8O4PS2SbTi",
  "method": "ωB97M-V/def2-TZVPD",
  "species": ["Ti", "C", "C", "C", "C", "C", "C", "N", "Sb", "C", "C", "C", "C", "C", "C", "N", "C", "C", "C", "C", "C", "C", "N", "H", "H", "H", "H", "H", "H", "H", "H", "H", "H", "H", "H", "H", "H", "H", "H", "H", "H", "F", "C", "F", "F", "S", "O", "O", "N", "S", "O", "O", "C", "F", "F", "F", "N", "P", "N", "C", "C", "C", "C", "C", "N", "C", "C", "C", "C", "C", "N", "C", "C", "C", "C", "C", "H", "H", "H", "H", "H", "H", "H", "H", "H", "H", "H", "H", "H", "H", "H", "H", "H", "H", "H", "H", "H", "H", "H", "H", "H", "H", "H", "H", "H", "H"],
  "positions_angstrom": [[0.297, -0.141, -1.293], [3.058, 0.132, -3.324], [3.171, 0.929, -2.067], [4.204, 1.858, -1.918], [4.381, 2.509, -0.718], [3.592, 2.134, 0.361], [2.575, 1.214, 0.168], [2.315, 0.707, -1.052], [1.976, 0.200, 1.994], [0.470, -1.242, 1.518], [0.427, -2.205, 2.508], [-0.702, -3.004, 2.621], [-1.759, -2.754, 1.780], [-1.642, -1.794, 0.776], [-2.808, -1.508, -0.110], [-0.513, -1.091, 0.616], [0.490, 1.435, 2.967], [0.892, 2.363, 3.922], [-0.084, 2.987, 4.687], [-1.411, 2.660, 4.473], [-1.729, 1.720, 3.494], [-3.145, 1.316, 3.207], [-0.787, 1.120, 2.767], [3.960, 0.259, -3.920], [2.207, 0.427, -3.926], [2.915, -0.923, -3.092], [4.863, 2.037, -2.756], [5.168, 3.244, -0.599], [3.795, 2.516, 1.354], [1.261, -2.326, 3.188], [-0.757, -3.784, 3.369], [-2.680, -3.313, 1.857], [-2.565, -1.793, -1.134], [-3.029, -0.442, -0.071], [-3.683, -2.061, 0.228], [1.942, 2.577, 4.080], [0.189, 3.711, 5.444], [-2.198, 3.124, 5.054], [-3.386, 0.388, 3.731], [-3.258, 1.130, 2.139], [-3.856, 2.078, 3.524], [2.488, -3.366, -3.371], [1.498, -3.990, -2.733], [2.048, -5.015, -2.071], [0.645, -4.493, -3.626], [0.571, -2.877, -1.531], [1.619, -1.796, -1.262], [0.445, -3.772, -0.401], [-0.635, -2.184, -2.087], [-0.443, -1.065, -4.154], [0.760, -1.780, -4.564], [-0.065, 0.106, -3.114], [-0.454, 0.166, -5.607], [0.745, 0.702, -5.864], [-0.840, -0.505, -6.701], [-1.320, 1.192, -5.462], [-0.365, 1.457, -0.837], [-1.117, 2.805, -1.205], [-0.216, 3.840, -2.164], [-0.319, 3.793, -3.642], [1.037, 3.614, -4.298], [1.972, 4.781, -3.976], [1.751, 5.258, -2.532], [1.142, 4.150, -1.688], [-2.536, 2.621, -2.023], [-3.238, 3.728, -2.682], [-3.799, 3.297, -4.039], [-4.298, 1.842, -3.990], [-4.642, 1.448, -2.561], [-3.373, 1.450, -1.712], [-1.514, 3.575, 0.217], [-2.814, 4.165, 0.502], [-2.773, 5.688, 0.463], [-1.729, 6.196, 1.456], [-0.374, 5.543, 1.187], [-0.506, 4.021, 1.175], [-0.769, 4.730, -3.996], [-0.973, 2.979, -3.931], [0.901, 3.504, -5.373], [1.460, 2.674, -3.950], [1.794, 5.604, -4.671], [3.010, 4.471, -4.121], [1.075, 6.117, -2.509], [2.689, 5.582, -2.077], [1.103, 4.463, -0.650], [1.775, 3.261, -1.725], [-2.557, 4.573, -2.779], [-4.065, 4.073, -2.050], [-3.050, 3.410, -4.823], [-4.623, 3.973, -4.285], [-3.517, 1.173, -4.347], [-5.154, 1.708, -4.653], [-5.074, 0.447, -2.522], [-5.389, 2.129, -2.144], [-2.793, 0.551, -1.929], [-3.634, 1.433, -0.646], [-3.098, 3.848, 1.516], [-3.564, 3.758, -0.173], [-3.760, 6.093, 0.699], [-2.515, 6.014, -0.550], [-2.055, 5.946, 2.472], [-1.645, 7.283, 1.409], [0.352, 5.837, 1.950], [0.001, 5.899, 0.223], [-0.826, 3.703, 2.172], [0.437, 3.513, 0.973]],
  "mulliken_charge": [-0.014, -1.272, 0.782, -1.182, -1.021, -0.657, 0.083, 1.624, 0.669, -0.663, -0.893, -0.863, -0.899, 0.500, -1.278, 2.877, 0.002, -0.615, -0.567, -0.783, 0.538, -1.201, 0.432, 0.644, 0.042, 0.116, 0.487, 0.448, 0.509, 0.544, 0.473, 0.491, 0.144, -0.118, 0.570, 0.452, 0.442, 0.475, 0.368, -0.067, 0.446, -0.211, 0.680, -0.249, -0.238, 0.790, -0.852, -0.699, -0.961, 0.427, -0.504, -0.534, 0.643, -0.251, -0.260, -0.212, 1.294, -2.087, 0.621, -0.048, -0.273, -0.956, -1.612, 0.750, 0.769, -1.033, -0.924, -0.370, -1.313, 0.622, 1.206, -0.609, -0.816, -1.136, -0.601, 0.266, 0.325, -0.076, 0.669, -0.430, 0.459, 0.357, 0.403, 0.438, 0.057, -0.364, 0.435, 0.672, 0.297, 0.466, -0.063, 0.499, 0.502, 0.420, -0.481, -0.490, 0.305, 0.289, 0.471, 0.250, 0.299, 0.513, 0.460, 0.150, -0.071, -0.149],
  "spin_multiplicity": 1,
  "de_lowest_kcal_mol": 17.0,
  "homo_lumo_gap_ev": 7.60,
  "e_homo_ev": -7.817,
  "total_energy_ev": -134104.326
}

=====

(2)
{
  "formula": "C35H48GeS2SiTc",
  "method": "ωB97M-V/def2-TZVPD",
  "species": ["Tc", "C", "C", "S", "C", "C", "S", "H", "H", "H", "H", "H", "H", "C", "C", "C", "C", "Si", "C", "C", "C", "C", "C", "C", "C", "C", "H", "H", "H", "H", "H", "H", "H", "H", "H", "H", "H", "H", "H", "H", "H", "H", "H", "H", "H", "H", "H", "H", "H", "H", "H", "H", "H", "C", "Ge", "C", "C", "C", "C", "C", "C", "C", "C", "C", "C", "C", "C", "C", "C", "C", "C", "C", "C", "H", "H", "H", "H", "H", "H", "H", "H", "H", "H", "H", "H", "H", "H", "H"],
  "positions_angstrom": [[0.805, -0.229, 1.570], [-1.873, -3.790, 3.060], [-0.736, -2.864, 2.767], [-1.182, -1.440, 1.931], [0.579, -3.142, 3.078], [1.036, -4.430, 3.688], [1.803, -2.027, 2.695], [-2.809, -3.319, 2.770], [-1.916, -4.033, 4.121], [-1.768, -4.719, 2.498], [0.207, -5.002, 4.096], [1.760, -4.234, 4.477], [1.535, -5.036, 2.930], [-2.845, 1.653, 2.547], [-2.157, 2.248, 1.312], [-2.694, 1.492, 0.092], [-2.553, 3.724, 1.219], [-0.203, 2.051, 1.406], [0.538, 2.300, 3.251], [0.006, 3.583, 3.892], [2.067, 2.394, 3.196], [0.179, 1.105, 4.149], [0.814, 3.038, 0.007], [0.844, 4.539, 0.308], [0.127, 2.811, -1.339], [2.261, 2.546, -0.116], [-3.916, 1.856, 2.484], [-2.496, 2.094, 3.479], [-2.715, 0.572, 2.579], [-3.781, 1.453, 0.146], [-2.316, 0.470, 0.065], [-2.433, 1.977, -0.841], [-3.640, 3.808, 1.250], [-2.217, 4.174, 0.288], [-2.156, 4.307, 2.048], [0.143, 4.444, 3.242], [0.546, 3.776, 4.822], [-1.050, 3.503, 4.136], [2.388, 3.310, 2.707], [2.525, 1.546, 2.664], [2.477, 2.405, 4.210], [-0.874, 0.836, 4.092], [0.398, 1.350, 5.192], [0.781, 0.219, 3.918], [-0.154, 4.959, 0.394], [1.352, 5.051, -0.510], [1.388, 4.758, 1.224], [-0.858, 3.267, -1.366], [0.033, 1.745, -1.549], [0.722, 3.260, -2.134], [2.890, 2.902, 0.696], [2.688, 2.920, -1.047], [2.305, 1.454, -0.153], [0.692, -0.439, -0.242], [0.427, -1.136, -2.052], [-1.530, -1.152, -2.328], [-2.251, -2.024, -1.519], [-3.602, -2.224, -1.730], [-4.248, -1.556, -2.760], [-3.541, -0.668, -3.554], [-2.187, -0.462, -3.336], [1.636, -0.182, -3.289], [1.315, 0.008, -4.626], [2.234, 0.576, -5.494], [3.488, 0.945, -5.033], [3.822, 0.740, -3.703], [2.900, 0.178, -2.837], [1.030, -3.022, -2.028], [0.241, -4.010, -2.603], [0.705, -5.311, -2.703], [1.971, -5.631, -2.238], [2.764, -4.651, -1.662], [2.296, -3.353, -1.557], [-1.739, -2.557, -0.727], [-4.146, -2.918, -1.104], [-5.296, -1.738, -2.952], [-4.035, -0.143, -4.358], [-1.644, 0.237, -3.957], [0.346, -0.300, -4.994], [1.971, 0.721, -6.532], [4.210, 1.378, -5.711], [4.805, 1.010, -3.343], [3.164, 0.010, -1.801], [-0.746, -3.763, -2.973], [0.079, -6.070, -3.151], [2.343, -6.642, -2.335], [3.754, -4.898, -1.303], [2.915, -2.589, -1.105]],
  "mulliken_charge": [-2.219, -1.927, 0.481, -0.063, 0.890, -1.442, -0.181, 0.473, 0.463, 0.407, 0.424, 0.384, 0.306, -1.769, 2.615, -1.660, -1.925, 0.705, 1.613, -1.760, -1.754, -1.807, 2.592, -1.757, -2.224, -1.445, 0.637, 0.307, 0.137, 0.641, -0.001, 0.259, 0.547, 0.362, 0.329, 0.365, 0.558, 0.337, 0.325, 0.274, 0.576, 0.226, 0.564, 0.334, 0.344, 0.531, 0.346, 0.290, 0.403, 0.666, 0.317, 0.596, -0.107, 0.983, 1.200, 0.795, -0.640, -0.934, -0.658, -0.765, -0.586, 1.115, -0.624, -0.682, -0.575, -0.735, -0.360, 0.269, -0.350, -0.704, -0.472, -0.810, -0.316, 0.734, 0.448, 0.413, 0.422, 0.360, 0.317, 0.439, 0.403, 0.436, 0.279, 0.375, 0.428, 0.412, 0.427, 0.369],
  "spin_multiplicity": 1,
  "charge": 1,
  "de_lowest_kcal_mol": 26.0,
  "homo_lumo_gap_ev": [5.11, 5.05],
  "e_homo_ev": [-10.886, -10.851],
  "total_energy_ev": -125328.175
}

=====

(3)
{
  "formula": "C35H49Ge2N3O8PtTe",
  "method": "ωB97M-V/def2-TZVPD",
  "species": ["Pt", "C", "C", "Ge", "C", "C", "C", "C", "Ge", "C", "C", "C", "C", "C", "C", "C", "C", "C", "C", "H", "H", "H", "H", "H", "H", "H", "H", "H", "H", "H", "H", "H", "H", "H", "H", "H", "H", "H", "H", "H", "H", "H", "H", "H", "H", "C", "C", "O", "C", "C", "H", "H", "H", "H", "H", "H", "H", "H", "H", "H", "C", "C", "C", "C", "C", "C", "Te", "C", "C", "C", "H", "H", "H", "H", "H", "H", "H", "H", "H", "H", "H", "O", "N", "O", "C", "C", "C", "C", "O", "C", "C", "N", "O", "O", "N", "O", "O", "H", "H"],
  "positions_angstrom": [[-0.619, -0.070, 0.140], [-4.040, -3.671, -0.012], [-2.661, -2.999, -0.019], [-2.692, -1.142, 0.619], [-3.125, -1.130, 2.534], [-4.622, -1.249, 2.854], [-4.115, -0.227, -0.356], [-3.821, 0.722, -1.250], [-1.907, 1.147, -1.480], [-1.544, 3.032, -1.113], [-2.697, 3.997, -1.406], [-1.178, 0.585, -3.206], [-0.956, 1.701, -4.238], [-4.881, 1.423, -2.031], [-4.658, 1.799, -3.354], [-5.643, 2.430, -4.101], [-6.875, 2.711, -3.528], [-7.110, 2.354, -2.206], [-6.124, 1.717, -1.467], [-4.001, -4.672, -0.446], [-4.768, -3.095, -0.588], [-4.435, -3.774, 1.000], [-2.252, -2.987, -1.033], [-1.956, -3.566, 0.599], [-2.731, -0.191, 2.930], [-2.562, -1.935, 3.017], [-5.190, -0.439, 2.390], [-4.809, -1.200, 3.929], [-5.050, -2.186, 2.495], [-5.161, -0.511, -0.215], [-0.653, 3.327, -1.674], [-1.275, 3.066, -0.055], [-2.971, 4.003, -2.463], [-2.428, 5.021, -1.133], [-3.595, 3.732, -0.845], [-1.824, -0.206, -3.597], [-0.218, 0.124, -2.963], [-1.881, 2.021, -4.718], [-0.283, 1.376, -5.034], [-0.507, 2.590, -3.789], [-3.703, 1.580, -3.811], [-5.445, 2.706, -5.129], [-7.644, 3.211, -4.103], [-8.064, 2.579, -1.745], [-6.308, 1.466, -0.428], [0.627, -1.239, 3.291], [0.953, -2.406, 2.397], [1.034, -1.968, 1.031], [1.158, -3.096, 0.155], [0.908, -2.693, -1.276], [0.464, -1.619, 4.302], [-0.281, -0.734, 2.958], [1.421, -0.498, 3.312], [0.169, -3.166, 2.459], [1.904, -2.885, 2.663], [0.440, -3.857, 0.466], [2.161, -3.523, 0.288], [-0.036, -2.152, -1.367], [0.845, -3.596, -1.886], [1.690, -2.054, -1.694], [7.053, -4.169, 3.662], [6.117, -3.216, 2.970], [6.047, -3.155, 1.585], [5.200, -2.273, 0.932], [5.219, -2.290, -0.584], [4.375, -1.415, 1.700], [3.257, -0.170, 0.428], [4.430, -1.457, 3.108], [3.609, -0.617, 4.053], [5.305, -2.362, 3.699], [7.584, -4.797, 2.949], [6.509, -4.819, 4.350], [7.793, -3.623, 4.250], [6.678, -3.807, 0.992], [5.988, -2.975, -0.934], [5.450, -1.316, -1.027], [4.271, -2.627, -1.006], [3.167, 0.259, 3.596], [4.230, -0.291, 4.888], [2.799, -1.219, 4.473], [5.350, -2.390, 4.783], [2.592, 6.724, -1.685], [2.242, 6.153, -0.674], [2.061, 6.691, 0.398], [2.064, 4.692, -0.738], [1.725, 3.999, 0.418], [1.536, 2.646, 0.327], [1.606, 1.951, -0.907], [1.228, 0.721, -0.965], [2.115, 2.679, -1.990], [2.294, 4.047, -1.933], [2.471, 1.996, -3.241], [2.810, 0.835, -3.151], [2.449, 2.651, -4.266], [1.274, 1.882, 1.517], [0.058, 1.332, 1.617], [2.311, 0.939, 1.778], [1.633, 4.513, 1.364], [2.622, 4.595, -2.805]],
  "mulliken_spin": [0.671, 0.005, 0.020, 0.005, -0.006, -0.001, 0.035, 0.031, -0.032, -0.006, -0.001, 0.003, 0.005, 0.002, -0.004, 0.000, 0.000, 0.000, 0.000, 0.000, 0.000, 0.000, 0.012, -0.002, 0.002, 0.000, 0.000, 0.000, 0.000, 0.001, 0.000, 0.000, 0.000, 0.000, 0.000, 0.002, 0.018, 0.000, 0.001, -0.001, 0.001, 0.000, 0.000, 0.000, 0.000, -0.006, -0.003, -0.020, -0.001, 0.055, -0.001, 0.008, -0.001, 0.003, 0.005, 0.003, -0.019, -0.015, -0.002, -0.006, -0.003, 0.053, -0.028, -0.094, 0.043, -0.010, 0.837, 0.014, 0.002, -0.023, 0.000, 0.004, 0.004, 0.000, 0.003, -0.001, -0.006, -0.004, 0.002, 0.005, 0.000, 0.002, -0.001, 0.002, 0.014, -0.002, -0.024, 0.028, 0.091, 0.055, -0.002, 0.000, -0.004, 0.004, 0.025, 0.226, 0.033, -0.003, 0.000],
  "spin_multiplicity": 3,
  "s2": 2.015,
  "de_lowest_kcal_mol": 34.0,
  "homo_lumo_gap_ev": [7.03, 5.35],
  "e_homo_ev": [-7.509, -8.130],
  "total_energy_ev": -181500.962
}